103
Properties=species:S:1:pos:R:3:forces:R:3 method="wB97M-V/def2-TZVPD" e_homo_ha=-0.3957 charge=+1 energy_ha=-5087.5794 orbital_gap_ha=0.0499
C 2.3513 -2.5365 2.2267 -1.14 1.01 0.23
C 1.8408 -1.1749 1.7100 1.19 -0.76 -0.35
C 2.3383 -0.6621 0.5043 -0.09 0.82 -0.32
C 1.8599 0.5694 0.0678 -0.68 -0.11 0.77
C 0.8612 1.2685 0.8292 -0.36 0.59 -0.48
C 0.3911 2.6151 0.3046 0.32 0.66 -0.07
C -0.4895 2.4992 -0.9711 0.70 -0.68 0.23
C 1.6389 3.4737 -0.0066 -0.47 0.20 -0.19
C 0.3493 0.7397 2.0056 1.28 0.12 -1.75
O -0.6452 1.4865 2.6780 0.16 -1.15 0.54
C -1.6947 0.7750 3.1582 -0.65 1.09 0.44
N -2.8856 0.7638 2.2244 1.15 -0.01 0.78
C -4.0683 0.4523 2.7204 -1.29 -0.30 0.12
C -5.2261 0.3747 1.9221 0.62 -0.10 -0.80
C -6.5833 0.0304 2.4640 -1.13 0.67 -0.47
C -7.7131 0.6251 1.5527 0.60 -1.45 0.46
C -8.0664 -0.2754 0.3358 1.09 0.68 -0.12
I -10.1620 -0.6154 0.1658 0.30 -0.11 0.10
C -4.9688 0.6529 0.5693 0.41 -0.08 1.31
C -3.6559 1.0043 0.2121 -0.11 0.22 -1.89
N -2.5885 1.0769 0.9829 -1.33 -0.49 0.36
C 0.8817 -0.4878 2.4229 -1.03 0.52 1.97
H 2.2350 -3.2488 1.3863 0.72 -0.37 0.39
H 3.3922 -2.4985 2.6077 0.14 -0.49 -0.33
H 1.6206 -2.8996 2.9995 0.35 -0.27 -0.01
H 3.0756 -1.1911 -0.0983 -0.13 -0.05 0.24
H 2.1892 1.0467 -0.8630 0.23 -0.31 0.18
H -0.1469 3.1725 1.0817 -0.10 -0.51 -0.03
H 0.1815 2.4753 -1.8402 -0.27 0.02 0.08
H -1.0141 1.5355 -0.9353 -0.20 0.37 -0.26
H -1.1743 3.3436 -1.0851 0.09 -0.17 0.11
H 2.0934 3.1521 -0.9517 0.30 0.19 0.31
H 2.3510 3.4662 0.8268 0.00 0.02 -0.30
H 1.2835 4.5019 -0.1549 0.28 -0.17 -0.01
H -2.0656 1.3339 4.0711 -0.18 -0.09 -1.09
H -1.4713 -0.2553 3.4896 -0.13 -0.04 -0.65
H -4.1604 0.2472 3.7882 0.32 0.12 -0.18
H -6.7553 0.4702 3.4565 0.49 -0.20 -0.09
H -6.7767 -1.0490 2.5330 0.50 0.11 0.09
H -7.4565 1.6156 1.1989 0.50 -0.11 0.35
H -8.6224 0.7303 2.1405 0.50 -0.07 0.39
H -7.4585 -1.1869 0.3570 -0.68 -0.21 0.01
H -7.7667 0.2547 -0.5771 -0.42 -0.22 0.03
H -5.7360 0.6114 -0.1961 0.14 0.07 0.11
H -3.4689 1.2291 -0.8401 0.14 0.04 0.31
H 0.5041 -0.9162 3.3748 -0.23 -0.28 -0.45
F 3.2020 -6.7321 1.7653 0.06 0.24 -0.38
Al 3.0229 -6.4564 0.0962 -0.15 0.16 0.01
F 4.2207 -7.3658 -0.7645 -1.22 -0.40 0.28
F 3.2197 -4.7754 -0.2057 -0.23 -0.20 0.45
F 1.4787 -6.9371 -0.3965 0.43 0.20 0.12
Cl -9.4915 2.3382 0.6689 0.03 3.71 -1.44
Al -1.2372 0.4853 5.7786 0.31 -0.04 1.99
F 8.4561 -8.2980 -0.5049 -0.60 0.25 -0.06
Al 7.6199 -7.5194 -1.7609 0.76 -0.77 -0.64
F 7.2776 -8.6199 -2.9927 -0.11 0.35 0.41
F 8.5377 -6.2304 -2.3634 -0.53 -0.09 0.35
F 6.1144 -6.8940 -1.1041 1.20 0.72 0.05
B 4.3398 3.1010 -2.8958 0.34 0.30 -0.12
F 5.3697 3.0528 -1.9416 -0.26 -0.16 0.09
F 3.4424 1.9895 -2.6700 -0.19 0.02 0.27
F 3.6077 4.3003 -2.7308 -0.21 -0.24 0.14
F 4.8654 3.0372 -4.1820 -0.22 -0.16 0.12
Be 2.3899 -1.3682 3.9020 -0.04 -0.10 -1.53
C -6.4377 -0.5918 9.4925 0.00 -0.02 -0.26
C -5.7578 -1.7503 8.7532 -0.02 -0.04 0.17
C -4.9380 -1.1426 7.6080 -0.01 -0.36 -0.08
S -4.4875 0.5152 8.1419 -0.69 -0.34 0.73
O -5.1288 1.4713 7.2717 0.51 0.02 -0.38
O -3.0535 0.5707 8.3934 0.43 0.16 -0.93
C -5.3560 0.4653 9.6984 -0.18 -0.04 0.31
H -6.8639 -0.9133 10.4403 0.02 0.04 0.00
H -7.2450 -0.1848 8.8798 -0.01 0.03 0.06
H -5.0945 -2.2806 9.4388 0.01 0.01 -0.03
H -6.4818 -2.4710 8.3774 0.03 0.01 -0.02
H -4.0330 -1.7161 7.4102 0.04 0.09 -0.02
H -5.5275 -1.0510 6.6959 -0.01 0.14 0.03
H -5.7527 1.4522 9.9276 0.14 0.07 -0.10
H -4.6447 0.1591 10.4658 0.06 0.05 -0.05
O 5.7980 -9.4491 1.5256 0.01 0.15 -0.08
H 6.4807 -9.3994 0.8405 0.11 0.01 0.00
H 5.4116 -8.5631 1.5387 -0.07 -0.02 -0.04
C 2.7773 2.6302 -7.4932 0.06 -0.07 0.10
C 4.1397 3.3139 -7.5127 -0.09 0.11 -0.08
C 4.5142 3.8842 -8.8803 0.03 0.00 0.01
C 4.6403 2.8537 -10.0039 -0.08 -0.02 0.00
C 5.6513 1.7369 -9.7489 0.06 0.06 -0.12
C 7.0834 2.2390 -9.5954 -0.03 -0.12 0.07
H 2.7507 1.7607 -8.1537 -0.04 0.02 -0.02
H 2.5456 2.2852 -6.4840 -0.01 0.01 -0.01
H 1.9889 3.3218 -7.8029 0.00 -0.02 -0.05
H 4.9046 2.6152 -7.1674 0.00 0.04 0.04
H 4.1274 4.1314 -6.7891 0.08 -0.06 0.05
H 5.4531 4.4371 -8.7853 0.00 -0.01 -0.01
H 3.7605 4.6231 -9.1748 0.01 0.00 0.01
H 4.9169 3.3782 -10.9251 0.02 -0.03 0.00
H 3.6618 2.4043 -10.1991 0.00 0.02 0.01
H 5.6152 1.0408 -10.5921 -0.03 -0.02 0.03
H 5.3678 1.1609 -8.8641 -0.02 0.02 0.00
H 7.3994 2.7932 -10.4823 -0.01 0.03 0.02
H 7.7678 1.3994 -9.4633 0.04 0.04 0.00
H 7.1912 2.8899 -8.7266 0.01 0.01 -0.02
Cl -8.1986 4.2759 0.3973 -1.64 -2.47 0.48

***

84
Properties=species:S:1:pos:R:3:forces:R:3 method="wB97M-V/def2-TZVPD" e_homo_ha="-0.4539 / -0.4181" charge=+2 energy_ha=-5591.9178 de_lowest_kcal_mol=31.2 orbital_gap_ha="0.2478 / 0.1940"
N -5.0002 4.7769 -2.6137 -0.77 0.40 -0.04
C -4.4927 5.2506 -1.4764 0.95 -0.33 -0.09
C -3.1617 5.0033 -1.1034 -0.44 -0.02 -0.47
C -2.3494 4.2424 -1.9719 -0.40 -0.04 0.54
C -2.9205 3.7576 -3.1689 -0.03 0.25 0.34
C -4.2540 4.0729 -3.4518 0.86 -0.21 0.23
C -0.9400 3.9560 -1.6379 -0.94 0.85 -0.50
Ca 0.4526 3.2391 0.1097 -0.62 -0.09 1.29
P 2.6836 0.3792 0.1650 0.34 -1.81 0.03
C -0.2825 2.7800 -2.0295 0.23 -0.62 -1.37
C -0.8565 1.4469 -1.8894 0.64 0.51 0.02
C -0.4061 0.4229 -2.7504 0.00 -0.12 0.01
C -0.6345 -0.8954 -2.4506 -0.24 -0.97 0.33
C -1.2391 -1.2747 -1.2206 -2.35 0.76 -0.98
C -1.9476 -0.2399 -0.5390 0.33 -1.13 -0.28
C -1.7395 1.1002 -0.8442 -0.40 -0.16 0.12
Br 1.0571 -1.4209 0.1160 1.17 0.34 1.00
H -0.3537 4.8557 -1.3454 -0.14 -0.09 -0.53
H 0.6140 2.8161 -2.6692 -0.12 0.08 0.19
H -2.7833 5.3946 -0.1543 -0.03 -0.12 -0.34
H -2.3243 3.1880 -3.8823 -0.11 0.15 0.23
H -5.1433 5.8610 -0.8430 0.12 -0.29 -0.24
H -4.6940 3.7476 -4.4035 0.00 0.16 0.50
H 0.1121 0.7069 -3.6679 -0.14 -0.15 0.23
H -2.3104 1.8789 -0.3159 0.33 -0.34 -0.20
H -0.3563 -1.6849 -3.1556 0.24 0.41 0.24
H -2.6773 -0.5391 0.2162 0.31 0.29 0.08
P -1.3722 -3.0426 -0.7406 -0.05 1.11 -0.25
C 2.8342 2.1735 0.2940 1.00 1.12 -0.18
C 4.2682 2.7211 0.2420 0.34 0.77 0.07
H 2.3262 2.5317 1.2279 0.43 -0.33 -0.48
H 2.3493 2.5649 -0.6465 0.46 -0.47 0.61
H 4.2475 3.7774 0.5424 0.18 -0.16 -0.07
H 4.9715 2.2064 0.9068 -0.34 0.07 -0.22
H 4.6615 2.7016 -0.7844 -0.10 -0.16 0.37
C 3.4247 -0.0436 -1.4577 -0.09 0.29 -0.24
C 4.4519 -1.1811 -1.5288 0.13 -0.13 -0.23
H 3.8010 0.8983 -1.8718 0.20 -0.24 -0.11
H 2.6040 -0.3579 -2.1068 -0.26 0.31 0.21
H 4.4078 -1.5889 -2.5450 0.12 0.06 0.20
H 5.4803 -0.8527 -1.3625 -0.20 -0.02 0.09
H 4.2188 -2.0143 -0.8542 0.01 0.26 -0.06
C 3.6136 -0.5189 1.4968 0.01 0.13 0.39
C 5.1240 -0.4440 1.6565 0.49 0.06 0.30
H 3.3642 -1.5847 1.3641 -0.17 0.62 -0.18
H 3.1301 -0.2366 2.4500 0.12 -0.09 -0.43
H 5.3846 -1.1766 2.4343 0.06 0.24 -0.18
H 5.6835 -0.7339 0.7582 -0.26 0.24 0.27
H 5.4713 0.5298 2.0151 0.03 -0.19 -0.14
C -1.2997 -3.1773 1.0726 0.29 0.26 0.56
C -1.1875 -4.6028 1.6068 -0.33 -0.47 0.13
H -2.1800 -2.6718 1.4972 0.17 -0.13 -0.21
H -0.4224 -2.6160 1.4349 -0.65 -0.24 -0.34
H -2.1536 -5.1215 1.5539 0.28 -0.01 0.00
H -0.4378 -5.2095 1.0795 -0.22 0.21 0.16
H -0.8880 -4.5689 2.6644 -0.14 -0.03 -0.35
C 0.0531 -3.8601 -1.5015 0.41 0.04 0.17
C -0.1758 -4.4606 -2.8706 -0.12 -0.47 -0.35
H 0.3851 -4.6162 -0.7810 -0.02 -0.01 -0.19
H 0.8670 -3.1219 -1.5478 -0.46 -0.34 -0.01
H -0.8724 -5.2995 -2.8214 0.03 0.05 -0.16
H -0.5472 -3.7398 -3.6035 -0.02 -0.09 0.11
H 0.7781 -4.8421 -3.2454 -0.17 0.00 0.01
C -2.9109 -3.8404 -1.2788 0.18 -0.23 -0.18
C -4.1601 -3.3624 -0.5358 -0.21 0.18 -0.03
H -2.7552 -4.9187 -1.1235 0.02 0.19 -0.01
H -3.0017 -3.6898 -2.3653 0.03 -0.05 0.30
H -4.5208 -2.4147 -0.9547 0.08 -0.20 0.15
H -4.9608 -4.1056 -0.6436 0.22 0.25 0.03
H -3.9732 -3.2169 0.5360 -0.16 -0.13 -0.26
C -1.6327 0.3666 4.7653 -0.13 -0.48 -0.03
N -1.4182 0.9916 3.4501 0.25 1.19 -0.01
C -0.4912 1.9806 3.3186 -0.54 -0.22 -0.36
S -0.8883 3.4213 2.4275 0.20 -0.59 0.49
N 0.6965 1.8407 3.9188 0.04 0.42 -0.88
C 1.2879 0.5664 4.3115 0.04 -0.31 0.43
H -1.2564 1.0021 5.5762 -0.12 -0.14 -0.25
H -1.1558 -0.6164 4.8052 -0.12 0.15 0.15
H -2.7099 0.2377 4.8825 0.18 0.00 0.13
H -2.2682 1.1763 2.9111 0.54 0.00 0.36
H 1.3406 2.6065 3.7113 -0.46 -0.32 0.47
H 2.3651 0.6324 4.1427 -0.20 -0.02 0.13
H 1.1158 0.3655 5.3763 0.10 0.00 -0.28
H 0.8801 -0.2657 3.7191 0.09 0.35 0.07